{"formula": "C78H200N26O14P6", "method": "ωB97M-V/def2-TZVPD", "elements": ["N", "C", "C", "H", "H", "C", "H", "H", "H", "H", "H", "H", "H", "H", "H", "H", "P", "O", "H", "H", "H", "H", "O", "C", "H", "H", "H", "C", "P", "H", "N", "H", "H", "H", "H", "H", "O", "C", "N", "C", "H", "C", "H", "C", "H", "H", "H", "H", "H", "H", "N", "H", "H", "H", "H", "H", "H", "H", "H", "H", "O", "N", "H", "N", "C", "H", "H", "H", "H", "C", "H", "C", "H", "H", "N", "C", "C", "H", "C", "C", "N", "N", "C", "H", "H", "H", "C", "P", "H", "C", "C", "C", "H", "H", "H", "C", "H", "H", "H", "H", "C", "P", "C", "H", "O", "H", "H", "C", "H", "H", "H", "H", "H", "C", "C", "N", "H", "C", "C", "H", "C", "H", "N", "H", "H", "H", "H", "H", "H", "H", "H", "H", "H", "H", "H", "H", "C", "C", "N", "H", "H", "P", "H", "H", "C", "H", "C", "C", "H", "H", "C", "C", "H", "C", "H", "H", "N", "H", "C", "H", "H", "H", "C", "H", "H", "H", "C", "H", "N", "C", "H", "C", "H", "H", "O", "C", "H", "H", "C", "H", "C", "H", "H", "H", "O", "C", "C", "H", "H", "H", "H", "N", "N", "H", "H", "C", "O", "O", "H", "C", "N", "H", "H", "H", "O", "H", "C", "H", "H", "H", "C", "H", "N", "H", "C", "H", "N", "H", "C", "H", "H", "H", "H", "C", "H", "C", "H", "H", "H", "O", "C", "H", "N", "H", "H", "H", "C", "H", "H", "H", "H", "H", "H", "C", "C", "H", "N", "H", "H", "C", "N", "C", "N", "H", "H", "H", "O", "H", "H", "C", "C", "H", "H", "H", "C", "H", "H", "H", "C", "H", "H", "H", "C", "H", "H", "C", "C", "H", "C", "H", "O", "H", "C", "C", "H", "C", "H", "H", "H", "H", "C", "H", "H", "C", "H", "N", "H", "H", "H", "O", "H", "H", "H", "N", "H", "H", "C", "H", "H", "H", "C", "N", "H", "H", "H", "P", "H", "C", "H", "H", "H", "H", "H", "H"], "positions_angstrom": [[3.3003, -4.6662, 1.8132], [3.7423, 2.9123, -2.3232], [0.0483, -1.1291, -2.9754], [-2.5989, 3.3519, -4.6864], [4.3909, 2.0152, -10.3643], [-1.1962, -3.8723, 3.5955], [4.3681, 1.9466, -4.7281], [-0.2060, 7.4100, -2.5871], [6.1244, -7.6288, 3.9104], [4.8559, -7.3688, 4.9400], [-4.3412, 3.5566, 7.7317], [-3.0188, -0.3072, 8.3394], [-6.2655, -0.3290, -3.8891], [-7.6299, 3.7349, 8.9855], [-5.2086, -5.3835, -3.5215], [-4.5041, 5.0268, -7.4599], [3.7285, -6.1506, 2.5215], [3.9395, -7.2152, 1.4988], [2.5161, 2.1721, -6.5790], [1.8471, -5.3437, 0.5039], [6.2824, -1.6810, 0.7357], [6.5974, 1.7671, -1.7173], [-1.0855, 6.8609, 0.9261], [9.9690, 1.5334, 1.9574], [5.6470, 4.5866, 3.7607], [-5.0708, -3.6844, -3.2783], [-3.0637, 3.5596, 0.3266], [-4.7048, 6.3751, 5.6454], [-6.3651, 4.2260, 5.5597], [4.6392, -6.8946, -3.4435], [1.3368, 1.6640, -8.1666], [3.5145, 5.6940, 4.1740], [-7.7882, -0.8794, 1.6728], [0.6399, 3.7363, -8.3041], [-3.9463, 4.9130, 0.5868], [-4.2246, -8.2817, 2.3199], [3.1135, 1.2096, 3.6619], [-0.9384, 4.5851, -1.2470], [3.8945, 3.6779, 4.4097], [11.3697, 0.3417, 0.2568], [8.6345, 2.2910, -0.2115], [-5.4313, -1.7124, -0.0591], [-5.7772, 2.0081, -2.5732], [-0.3681, 8.2591, -1.9231], [-0.2607, -0.9951, -7.4800], [-7.6425, 1.4373, 3.7593], [1.4198, 0.8623, -6.1512], [-4.4567, 1.8843, 4.0414], [-0.0617, -3.7534, -2.3937], [5.5136, -0.4769, -9.8132], [-3.4294, -6.9831, 0.7616], [2.3940, -8.8197, 3.1517], [-1.2951, 2.6436, -5.6150], [0.9482, -8.0724, 3.9638], [-5.0407, 6.9278, 4.7680], [-4.5517, 1.0229, 1.2282], [11.3056, 0.0000, -0.7762], [-7.3290, 0.7475, 1.2092], [0.9711, 5.0202, 3.3245], [-4.6496, 2.9494, -3.4904], [2.9068, 3.3194, -3.1385], [-0.7091, -1.6468, -0.6610], [5.4285, 1.6289, -0.5291], [-3.6306, -3.1332, 5.8068], [2.4286, -8.8353, -3.5281], [-5.0784, -2.3105, 4.4379], [-1.3669, 0.2521, 8.1707], [0.9950, 5.1448, 1.6245], [-0.2501, -1.1082, -4.0236], [-5.3540, -3.5533, -6.1997], [-2.3792, 1.5337, -4.7564], [-5.0011, -2.7127, 5.4481], [1.0087, 1.3291, -0.7543], [5.9624, 3.0433, 4.6744], [-6.2732, 2.6512, 4.9158], [-2.3220, 2.4847, -5.2860], [2.9566, 3.1968, 1.2600], [-6.2039, -3.5441, -6.8997], [9.8551, 0.6586, 0.6089], [4.4341, -0.4452, -9.9604], [1.4142, 2.6588, 4.9357], [-1.0591, -2.8464, 4.7095], [0.2232, -2.1957, 4.5486], [5.4620, 0.3672, -1.7120], [-0.7000, -2.0054, 8.6041], [1.0786, 0.8947, -3.1579], [2.8904, -1.2426, -6.9484], [1.9523, 0.2944, -9.0735], [4.2958, -0.1902, -11.0111], [4.1756, 1.9401, -9.2984], [8.3409, -0.0284, 3.0910], [-5.5021, -0.0661, -4.6213], [4.1238, -1.4561, -9.6960], [-2.7558, 0.3185, -7.0209], [3.3760, -0.3195, -6.6320], [-2.4288, -1.2266, -2.5638], [2.3748, -1.6734, -6.0901], [-3.7334, -4.5350, -4.0837], [-4.2331, 5.6919, -1.3957], [11.7524, -0.4682, 0.8778], [4.2463, -7.5309, -2.6506], [-2.4132, -1.9721, 5.4830], [1.8529, -7.9015, 3.3803], [-3.8595, -0.5622, 1.7740], [-4.4143, -2.7854, -6.3149], [9.2825, -0.4897, 3.3888], [0.6560, -2.3206, -6.8148], [3.5748, 4.9862, 5.0007], [7.2738, -5.0746, 3.1957], [-4.4228, 4.4217, 3.4466], [-1.6993, 7.4557, 1.3632], [-2.8745, 8.4723, -3.1502], [-7.3698, -5.1353, -6.3002], [0.8553, 2.8232, -8.8592], [-2.9044, 4.6328, 0.4319], [-1.8195, -1.4347, 7.0368], [-0.5990, 9.1836, -2.4524], [0.8313, 0.2933, -1.0438], [5.6120, -6.8000, 4.3989], [2.5035, -3.9309, 0.0602], [4.8701, 1.4774, -3.8820], [-2.5542, -1.0855, -3.6374], [5.1746, -5.7951, 3.4000], [10.9005, 1.3086, 2.4769], [-0.9609, 1.5811, 0.8437], [4.9099, -7.6420, -1.7930], [5.5501, -9.4562, -2.5881], [-4.5484, 1.7475, 5.8755], [-2.4449, -0.2576, -2.0649], [9.2135, -2.6253, 2.9140], [-3.1967, -1.8576, -2.1164], [-0.8914, -3.1999, 7.3735], [2.6633, 4.8975, 5.5917], [-3.4218, 4.4285, -2.0527], [7.5196, -0.3094, 3.7503], [6.0235, -0.5174, 2.0948], [-7.6223, 4.3300, 8.0723], [-7.5690, 1.8628, 4.7602], [-1.8018, 6.7330, -0.2889], [-7.5519, 5.3845, 8.3391], [-8.4217, 2.5114, 4.9607], [-5.0515, 2.3942, -6.1197], [-5.4668, 6.6479, 6.3755], [-1.7963, -3.9183, -2.2749], [-7.2002, -0.3051, 0.9570], [4.4438, 0.4863, -3.7266], [0.4351, 0.2890, -2.5198], [4.5985, -9.7659, -3.0470], [-7.1612, 4.5972, -6.9394], [-2.0909, -4.4936, 3.6337], [0.5804, -1.6595, -7.6782], [-4.9528, 1.9235, -3.2811], [3.9121, 3.7210, 1.2493], [2.8352, -4.8846, 0.4706], [4.6870, -2.9843, 1.8339], [3.0530, 2.1923, 0.8478], [-5.3739, 4.0111, -5.8662], [6.3737, -6.3046, 5.0010], [-1.7613, 7.9173, -1.1289], [3.5452, 2.7624, -8.9599], [0.3634, 1.0863, 3.8431], [5.8468, 1.5150, -4.3644], [-2.1581, 5.4446, -0.7200], [3.1451, -5.8598, 5.5135], [-1.7296, 0.9081, -0.6383], [-0.3126, -4.4497, 3.3237], [-3.8117, 4.5248, 4.3433], [-1.0290, -2.6749, 0.8039], [-3.3558, 2.2898, -6.4433], [-1.4424, -2.4504, 7.9416], [2.9256, -2.5692, 2.2120], [6.7013, -0.8553, 1.3109], [-1.9832, 1.6847, -7.9544], [5.1202, 1.9862, -8.7566], [-3.0536, -0.9124, 4.6828], [-1.3150, 0.6797, 0.3436], [12.0926, 1.1514, 0.3566], [9.8624, -2.2650, 0.0130], [-3.5064, -7.4676, 2.2222], [10.1756, 1.9905, -1.1537], [0.1000, 1.9991, 4.3774], [2.4707, 3.6393, 0.3904], [-1.3810, -3.2993, 2.6868], [-1.1372, -3.3073, -3.6697], [1.2241, -0.0309, -10.3324], [-2.8108, -5.7077, 0.6438], [8.1247, -1.0249, 1.8375], [3.7344, 3.1790, -1.2550], [-4.5340, -0.5321, -4.4378], [0.3212, 8.3064, -1.0801], [-0.2907, -0.9044, 2.0863], [-5.8097, -0.7660, 0.8098], [1.8783, -1.0164, -7.9717], [2.5250, 2.5607, 6.8247], [-3.8749, -6.6773, 2.8762], [-3.0392, 6.4682, -2.9367], [-3.8452, -7.6325, -1.3895], [-7.5096, 5.1085, 5.1298], [-3.4165, 4.8344, -6.1017], [-3.8811, -7.8030, -0.1856], [3.7361, -8.7688, -3.1277], [-4.3544, -8.6932, 0.2568], [-8.6101, 4.1547, 7.6460], [8.8276, 0.9383, -1.1400], [9.2979, -1.5366, -0.2562], [0.8279, -2.2630, 5.4530], [-3.2546, 5.4818, -1.8277], [3.9205, -3.3344, 3.3209], [6.5906, -0.0150, 0.6256], [8.5737, 1.9217, 3.6388], [5.2763, 3.5990, 4.0351], [-7.5168, 1.0359, 5.4685], [-4.7957, 4.9181, 5.3581], [-3.8456, 8.3217, -1.8995], [0.4693, -0.8094, 1.3108], [-2.7047, -5.5017, -0.4213], [-5.2838, 1.4369, -4.6155], [-2.3557, 4.6856, 1.3722], [-2.8788, 1.3085, -7.4599], [-4.8643, 5.9763, -6.2207], [2.1257, -9.8697, -3.6906], [0.8087, 2.5538, -6.3781], [3.6940, -1.8824, -7.3131], [8.2453, -2.4004, 2.4666], [-4.2457, -4.5237, 7.3404], [1.6625, 2.1213, 6.3236], [-3.3925, 3.5410, 4.5543], [0.9579, 2.4294, 7.0961], [-1.8221, 9.9822, -0.8224], [-6.1130, -2.3741, -0.7776], [-2.9211, 7.8617, -2.2485], [-3.2329, 9.0567, -0.0699], [3.6289, 0.5479, -9.1491], [2.3869, 5.5595, 2.4998], [-4.2023, 1.2872, -2.8121], [5.9603, -4.3294, 2.1649], [-4.8171, -4.4767, -3.9826], [-1.7871, -5.8172, 1.0017], [0.7614, -2.4633, 3.6394], [-2.1863, -2.9869, 8.5306], [-0.4758, 2.5712, 3.6500], [0.9621, -1.7194, -3.0434], [-2.5471, -7.7911, 2.6264], [9.4160, 1.5827, -0.4868], [-5.0628, 1.6582, 4.9187], [1.4655, -7.7852, 2.3681], [4.7162, 2.0750, -2.6062], [-7.7690, -4.1343, -4.9633], [-5.3711, -1.9115, 6.0879], [-6.7212, 4.5605, -5.9428], [2.5398, -6.6098, 3.6538], [-1.0780, -1.7294, -2.1599], [-6.4696, 3.9143, 7.3107], [-0.7232, 5.0657, -2.2013], [3.4455, -7.0308, -2.1058], [1.0375, -1.7394, 1.3275], [4.4755, -10.9592, -3.4046], [-7.4812, 3.9694, -5.4320], [1.6578, -5.0227, 4.8725], [-4.4631, 4.9742, -6.3720], [-5.3325, 3.2032, 8.0155], [-5.3999, 0.6313, 4.7772], [4.4055, 5.3724, 5.5914], [-2.4343, 0.4854, 6.7855], [-0.2185, -0.3660, -0.0721], [0.0967, -1.1133, 4.5267], [1.1681, -0.0193, 1.5859], [5.3461, 3.0630, 3.0886], [5.5628, 1.4463, -1.5953], [1.8306, -0.1031, -0.8639], [-5.6626, -3.5722, 5.5571], [-4.3363, -1.8259, -0.0791], [3.7305, -3.3033, 2.2480], [8.2213, -3.0712, 1.6078], [3.4753, -5.3620, -0.2713], [-3.4382, -4.3512, 6.6289], [1.6025, 4.8037, 2.4627], [2.3155, -8.2766, -4.4572], [-6.9970, -4.8117, -5.3284], [-1.7682, 9.1472, 0.6539], [-5.9019, 1.9432, -7.2294], [-0.0745, 4.5661, -0.5826], [2.2706, -5.9241, 4.8661], [6.3731, -5.2377, 2.6040], [-0.5426, 1.6348, 5.1789], [1.5056, 1.7884, -6.7195], [7.4597, -2.6207, 3.1893], [-2.0411, 6.2379, -3.3095], [-5.4928, 3.3439, 9.0844], [-3.6586, 1.1499, -8.2047], [-4.7611, -0.0085, 1.5120], [-2.4485, -4.4262, 7.0794], [1.6096, 3.0724, -9.6056], [-2.1801, 9.0664, -0.3520], [1.8005, -8.3384, -2.7887], [9.2373, -0.6380, 0.8356], [-3.6826, 6.3543, -3.8092], [-5.8558, -0.4207, -5.5895], [-0.4338, 0.9284, -2.6755], [-1.6283, -2.3219, 0.1422], [7.7289, 1.7038, 1.9874], [0.1730, -2.1837, -8.5427], [-3.0076, 5.2505, 4.2211], [2.1990, 3.4856, 2.4734], [-1.2622, 3.5449, -1.2826], [-5.5152, 2.1411, 7.8522], [-2.2078, -0.1739, 7.6234], [-5.0294, 0.2201, 2.5435], [0.0771, 2.5503, -9.5718], [-3.5691, -5.2496, 6.0257], [-1.0031, -3.2404, -2.5901], [-5.5887, -4.3271, -5.2123], [10.0397, 2.5873, 1.6880], [-3.7493, 6.7588, 6.0029], [-2.0730, 0.2467, 0.9964], [2.6672, 2.5885, 3.8470], [1.6290, 1.0326, 6.2824], [8.5288, 1.4211, 2.6716], [1.7755, -6.5886, 5.5743], [-3.3475, -4.8030, 0.9294], [6.7141, -5.9698, 1.8720], [-6.8776, -5.6503, -4.6423], [-7.6201, -0.4320, -0.0409], [-6.7260, 5.5783, -5.5525]], "gap_ev": 7.9, "homo_ev": -7.837, "lumo_ev": 0.0, "de_lowest_kcal_mol": 1.71}